Density functional theory data (ωB97M-V/def2-TZVPD) for a cluster of 2 separate species, CH3IO2P in total in a non-equilibrium geometry.

Structure (XYZ):
```
8
Properties=species:S:1:pos:R:3:forces:R:3
C -0.0522 0.0049 -0.0069 -0.2 0.5 1.6
O 4.0115 -0.7006 0.6179 1.1 2.0 -0.5
O 2.8565 -2.6608 1.4713 -1.1 -2.3 1.0
P 2.8696 -1.2085 1.3797 -0.4 -0.1 -1.8
I 2.4543 -0.1625 3.5753 -0.1 0.6 1.2
H 0.3664 0.8617 -0.4239 1.0 1.2 -0.8
H -0.3104 -0.7675 -0.6602 -0.4 -1.2 -0.6
H -0.5864 0.2328 0.9100 0.0 -0.6 0.0
```
Positions in Å, forces in eV/Å.

* gap between HOMO and LUMO (spin up / spin down): 0.300 / 0.226 hartree
* spin multiplicity: 1
* ΔE to the lowest compared entry with this formula, charge and spin: 336.9 kJ/mol
* LUMO energy (spin up / spin down): 2.923 / 3.064 eV
* charge: -1
* highest occupied orbital energy (spin up / spin down): -0.1923 / -0.1138 hartree
* maximum force: 2.8 eV/Å

Charge distribution, Löwdin scheme, values in e: C 0.04; O -0.50; O -0.50; P -0.06; I 0.15; H -0.06; H -0.05; H -0.03